{"formula": "C4H9ClN3", "method": "wB97M-V/def2-TZVPD", "orbital_gap_ev": 9.8, "relative_energy_kj_mol": 176.4, "charge": 1, "symbols": ["C", "C", "C", "C", "N", "N", "N", "Cl", "H", "H", "H", "H", "H", "H", "H", "H", "H"], "xyz": [[0.723, -1.367, -0.158], [1.700, 0.523, -0.103], [-0.693, -1.097, -0.317], [-1.332, -0.105, 0.595], [1.420, -2.308, 0.012], [1.173, 1.662, -0.179], [-1.450, 1.187, -0.090], [3.330, 0.211, 0.078], [-0.803, -0.596, -1.248], [-1.216, -2.107, -0.513], [-2.291, -0.507, 0.999], [-0.632, 0.280, 1.366], [2.101, -2.931, 0.299], [1.776, 2.443, 0.124], [-2.018, 1.004, -1.047], [0.150, 1.728, -0.198], [-1.937, 1.981, 0.380]], "forces_ev_per_a": [[1.7, 0.4, 0.8], [-1.0, -4.0, -0.5], [-1.2, -1.7, -1.5], [-0.3, 1.5, 2.2], [-1.8, 1.6, -0.4], [2.3, 1.9, 1.1], [-2.8, 0.4, -4.0], [0.4, 0.5, 0.2], [0.2, 0.1, -1.4], [0.6, 1.5, 0.9], [0.8, 0.4, 0.0], [-0.5, -1.5, 0.6], [1.5, -0.9, 0.3], [-0.6, 0.1, -0.6], [1.5, 1.0, 2.8], [-1.1, 0.0, -0.3], [0.2, -1.4, 0.0]], "lowdin_charge": [-0.196, -0.627, -0.167, -0.259, 0.277, 0.127, -0.064, 0.783, 0.105, 0.175, 0.138, 0.124, 0.100, 0.148, 0.167, 0.048, 0.121]}

=====

{"formula": "C4H9ClN3O", "method": "wB97M-V/def2-TZVPD", "orbital_gap_ev": 10.3, "relative_energy_kj_mol": 126.8, "charge": 1, "symbols": ["C", "C", "C", "C", "N", "N", "N", "O", "Cl", "H", "H", "H", "H", "H", "H", "H", "H", "H"], "xyz": [[-0.483, 0.110, 1.563], [0.919, 0.234, -0.017], [0.026, -0.491, -0.967], [-0.186, 0.722, 2.831], [-1.382, -0.482, 0.983], [0.562, -1.617, -1.609], [-0.479, 0.455, -2.067], [-1.251, -0.860, -0.288], [1.229, 1.937, -0.331], [1.807, -0.296, 0.295], [-1.085, 0.794, 3.443], [0.216, 1.722, 2.659], [0.559, 0.129, 3.364], [-0.128, -2.334, -1.801], [1.380, -2.017, -1.172], [-0.095, 1.400, -1.821], [-1.507, 0.455, -2.093], [-0.101, 0.138, -2.970]], "forces_ev_per_a": [[2.7, 0.1, -3.3], [-2.0, 0.0, 2.4], [-0.1, 0.1, 0.1], [0.1, 0.3, 0.7], [-0.9, -0.1, 0.9], [0.1, -0.2, 0.0], [0.0, 0.2, 0.1], [0.2, -0.2, -1.1], [0.2, -0.2, 0.2], [0.1, 0.0, -0.1], [0.0, 0.0, 0.0], [0.0, 0.0, 0.1], [0.0, 0.1, 0.0], [0.0, 0.0, 0.1], [0.0, 0.1, 0.0], [-0.5, -0.4, -0.5], [0.3, 0.1, 0.0], [-0.1, 0.1, 0.3]], "lowdin_charge": [-0.135, -0.438, -0.553, -0.027, 0.078, 0.139, 0.234, -0.056, 0.717, 0.088, 0.109, 0.090, 0.105, 0.120, 0.112, 0.064, 0.179, 0.175]}

=====

{"formula": "C4H9ClO", "method": "wB97M-V/def2-TZVPD", "orbital_gap_ev": 11.2, "relative_energy_kj_mol": 52.9, "smiles": "CCOCCCl", "symbols": ["C", "C", "C", "C", "H", "H", "H", "H", "H", "H", "H", "H", "H", "O", "Cl"], "xyz": [[2.960, -0.760, 0.217], [2.042, 0.265, -0.374], [-0.105, 1.027, -0.218], [-1.484, 0.817, 0.407], [2.594, -1.780, 0.058], [3.933, -0.786, -0.327], [3.112, -0.647, 1.299], [2.445, 1.278, -0.211], [1.940, 0.086, -1.458], [-0.230, 0.949, -1.306], [0.169, 2.074, 0.012], [-2.180, 1.613, 0.134], [-1.256, 0.750, 1.478], [0.803, 0.139, 0.281], [-2.202, -0.749, -0.125]], "forces_ev_per_a": [[1.1, -1.0, -0.3], [0.5, -0.1, 0.2], [-1.9, 1.2, -0.7], [1.1, -0.5, 0.2], [-0.4, 0.2, 0.1], [-0.5, 0.4, 0.6], [0.1, 0.2, -0.4], [-0.1, -0.1, -0.2], [-0.1, 0.2, 0.2], [0.3, 0.0, -0.1], [0.1, -0.1, -0.1], [0.2, -0.2, 0.2], [-0.8, 0.0, -0.1], [0.3, -0.6, 0.2], [0.1, 0.3, 0.2]], "lowdin_charge": [-0.085, -0.293, -0.367, -0.532, 0.078, 0.087, 0.082, 0.125, 0.127, 0.119, 0.131, 0.075, 0.081, -0.153, 0.527]}

=====

{"formula": "C4H9ClO2", "method": "wB97M-V/def2-TZVPD", "orbital_gap_ev": 11.2, "relative_energy_kj_mol": 80.1, "smiles": "CCC(=O)Cl.CO", "symbols": ["C", "C", "C", "C", "O", "O", "Cl", "H", "H", "H", "H", "H", "H", "H", "H", "H"], "xyz": [[1.142, -0.397, 1.354], [-1.783, 1.050, 0.319], [0.905, -0.540, -0.198], [-0.170, -1.471, -0.540], [-1.144, -1.864, 0.030], [-1.245, 0.914, -1.029], [0.105, -2.101, -2.282], [0.576, 0.387, 1.797], [2.177, -0.126, 1.606], [0.831, -1.299, 1.956], [-2.653, 1.747, 0.287], [-1.025, 1.482, 0.891], [-2.193, 0.062, 0.572], [1.912, -0.888, -0.636], [0.734, 0.362, -0.620], [-1.728, 0.138, -1.395]], "forces_ev_per_a": [[-0.2, -1.0, 0.2], [-2.4, -0.2, -2.5], [3.9, -2.9, 2.9], [-1.4, -1.4, -0.8], [1.6, 0.5, -0.4], [-1.3, -0.6, 0.1], [-0.2, 0.2, 0.6], [-0.7, 0.7, 0.1], [-0.2, -0.4, -0.4], [0.6, 0.6, -0.9], [0.6, -0.3, 0.1], [1.0, 0.2, 1.3], [0.6, 0.5, 0.8], [-1.7, 0.1, 0.4], [-0.7, 2.7, -1.4], [0.5, 1.1, 0.0]], "lowdin_charge": [-0.064, -0.104, -0.238, -0.739, 0.052, -0.170, 0.555, 0.034, 0.075, 0.098, 0.091, 0.050, 0.083, 0.138, 0.060, 0.080]}

=====

{"formula": "C4H9ClO2S2", "method": "wB97M-V/def2-TZVPD", "orbital_gap_ev": 9.2, "relative_energy_kj_mol": 60.5, "symbols": ["C", "C", "C", "C", "O", "O", "S", "S", "Cl", "H", "H", "H", "H", "H", "H", "H", "H", "H"], "xyz": [[-0.353, -3.036, -1.326], [0.379, 2.716, 2.130], [-0.347, -1.923, -0.388], [-0.153, 2.323, 0.817], [1.408, -0.663, -2.095], [-0.859, 0.276, -1.622], [1.202, 0.530, 0.452], [0.316, -0.409, -1.168], [0.051, 3.319, -0.513], [-0.983, -2.941, -2.162], [0.524, -3.338, -1.805], [-0.695, -4.012, -1.019], [1.553, 2.697, 2.192], [-0.016, 2.473, 3.150], [0.207, 3.854, 2.162], [0.350, -1.951, 0.500], [-1.434, -1.718, -0.119], [-1.148, 1.802, 0.815]], "forces_ev_per_a": [[-0.2, -2.3, -0.8], [2.5, 3.9, 1.8], [0.0, 1.2, 1.5], [-0.3, -4.7, 0.3], [-1.0, -0.3, 0.8], [-0.2, 0.8, -0.3], [-1.4, 1.8, 0.3], [0.3, -0.4, -0.4], [0.2, 0.9, -0.6], [-1.2, 1.1, -1.1], [2.2, 0.3, -0.3], [-0.4, -0.2, 1.4], [-2.2, -0.3, -0.3], [-0.1, -1.0, -1.5], [0.3, -1.2, -0.1], [-1.1, -0.8, -0.7], [1.7, 0.3, 0.1], [1.1, 0.6, -0.1]], "lowdin_charge": [-0.167, -0.249, -0.338, -0.891, -0.370, -0.384, 0.578, 0.328, 0.703, 0.072, 0.062, 0.083, 0.104, 0.093, 0.090, 0.074, 0.128, 0.083]}

=====

{"formula": "C4H9ClOSi", "method": "wB97M-V/def2-TZVPD", "orbital_gap_ev": [5.6, 8.2], "s2": 2.011, "spin_multiplicity": 3, "relative_energy_kj_mol": 380.3, "symbols": ["C", "C", "C", "C", "O", "Si", "Cl", "H", "H", "H", "H", "H", "H", "H", "H", "H"], "xyz": [[-2.221, 0.969, -0.633], [-1.754, -0.192, -0.980], [-0.013, -0.457, 1.507], [-0.119, -0.880, 0.083], [0.928, -0.495, -0.714], [2.273, 0.473, -0.509], [-0.438, -2.591, -0.139], [-3.001, 1.494, -1.126], [-1.536, 1.628, 0.015], [-2.027, -1.045, -1.483], [-0.906, -0.173, 1.949], [0.673, 0.469, 1.559], [0.362, -1.275, 2.038], [3.113, -0.521, -0.849], [2.399, 1.136, 0.825], [2.269, 1.461, -1.544]], "forces_ev_per_a": [[2.5, 0.5, 0.9], [-2.9, 3.1, -1.8], [1.7, 2.1, -1.5], [4.7, -1.5, 2.3], [-2.1, 0.0, 0.4], [-2.0, 1.2, 0.7], [-0.1, 0.0, 0.0], [-1.3, 0.2, 0.1], [-0.8, -0.5, -0.8], [-0.6, -1.5, -1.2], [-2.0, 0.5, 0.7], [-1.0, -1.6, 0.2], [1.0, -1.1, 1.3], [2.8, -1.9, -0.4], [0.1, -0.3, -0.3], [-0.1, 0.8, -0.5]], "lowdin_charge": [-0.077, -0.062, -0.113, -0.875, -0.332, 0.655, 0.700, 0.035, 0.075, 0.010, 0.053, 0.063, 0.051, -0.078, -0.040, -0.067]}

=====

{"formula": "C4H9F2NO2P", "method": "wB97M-V/def2-TZVPD", "orbital_gap_ev": 9.4, "charge": 1, "smiles": "[NH3+]CCCC(F)(F)OP=O", "symbols": ["C", "C", "C", "C", "N", "O", "O", "F", "F", "P", "H", "H", "H", "H", "H", "H", "H", "H", "H"], "xyz": [[-0.309, 0.415, -0.679], [0.517, 1.457, -1.395], [0.442, -0.285, 0.452], [-0.286, 1.920, -2.621], [-0.479, -1.173, 1.259], [1.301, 4.324, -4.925], [0.483, 2.737, -3.316], [-1.509, 2.470, -2.323], [-0.691, 0.903, -3.493], [0.067, 3.588, -4.685], [-0.610, -0.187, -1.511], [-1.257, 0.824, -0.493], [1.404, 1.130, -1.956], [0.534, 2.326, -0.722], [1.204, -0.907, 0.160], [0.897, 0.614, 1.061], [-1.121, -1.717, 0.645], [-1.022, -0.719, 1.973], [0.002, -1.870, 1.861]], "forces_ev_per_a": [[1.2, -1.3, -1.4], [-1.6, 0.6, -0.7], [-1.4, 3.7, 1.2], [-1.4, -0.6, -0.6], [0.1, -1.3, 0.6], [-0.3, 0.1, -0.4], [0.6, 1.0, -0.1], [0.4, 0.3, 0.6], [0.7, -0.4, 0.8], [0.4, 0.3, -0.1], [0.1, -1.7, -0.2], [-1.2, 1.0, 1.5], [0.4, 0.0, 1.3], [1.1, 0.0, -0.6], [1.8, -1.2, -1.0], [-0.9, -2.2, -0.4], [0.4, 0.5, 0.4], [-0.8, 1.0, 0.0], [0.3, 0.2, -0.8]], "lowdin_charge": [-0.193, -0.058, -0.103, -0.690, 0.193, -0.389, -0.227, 0.082, 0.055, 0.964, 0.114, 0.114, 0.157, 0.151, 0.104, 0.185, 0.193, 0.162, 0.187]}

=====

{"formula": "C4H9F3N3", "method": "wB97M-V/def2-TZVPD", "orbital_gap_ev": 9.0, "relative_energy_kj_mol": 161.0, "charge": 1, "symbols": ["C", "C", "C", "C", "N", "N", "N", "F", "F", "F", "H", "H", "H", "H", "H", "H", "H", "H", "H"], "xyz": [[1.206, 1.027, 0.264], [-0.319, -2.400, -0.271], [-0.144, -0.942, -0.609], [-2.059, 0.146, -0.004], [1.925, 1.542, 1.267], [0.897, 1.839, -0.811], [0.778, -0.235, 0.237], [-2.774, -0.519, 0.786], [-1.658, 1.361, 0.489], [-2.678, 0.495, -1.118], [-0.137, -3.039, -1.240], [-1.489, -2.700, -0.176], [0.228, -2.706, 0.538], [-0.285, -0.527, -1.654], [1.878, 2.481, 1.705], [2.285, 0.731, 1.899], [1.207, 2.837, -1.020], [0.024, 1.468, -1.258], [1.114, -0.858, 0.976]], "forces_ev_per_a": [[-0.7, 3.3, -2.3], [-4.1, -0.8, -4.8], [-3.4, 3.1, 0.3], [4.6, 1.0, -2.7], [1.3, -3.1, 2.3], [-1.2, -1.0, 0.3], [0.7, -1.5, 0.6], [-1.4, -1.0, 1.6], [0.1, -0.9, 0.9], [-0.7, -0.7, -0.6], [0.4, 1.1, 2.0], [2.7, 1.0, 0.4], [1.3, -0.9, 1.9], [0.7, -1.0, 1.3], [-0.2, -1.0, -1.0], [-0.7, 2.6, -1.0], [-0.6, -2.2, 1.0], [1.3, 1.3, 0.1], [-0.2, 0.7, 0.0]], "lowdin_charge": [-0.428, -0.058, -0.116, -0.515, 0.181, 0.186, 0.075, 0.229, 0.080, 0.136, 0.129, 0.147, 0.036, 0.140, 0.158, 0.174, 0.176, 0.109, 0.163]}

=====

{"formula": "C4H9FN", "method": "wB97M-V/def2-TZVPD", "orbital_gap_ev": [8.0, 11.3], "s2": 2.008, "spin_multiplicity": 3, "relative_energy_kj_mol": 0.0, "charge": 1, "symbols": ["C", "C", "C", "C", "N", "F", "H", "H", "H", "H", "H", "H", "H", "H", "H"], "xyz": [[-1.119, 0.491, -0.666], [-1.517, 1.556, 0.319], [0.232, -0.124, -0.354], [1.434, 0.530, 0.114], [0.048, -1.486, 0.269], [-1.326, 2.839, -0.022], [-1.919, -0.338, -0.790], [-0.972, 1.148, -1.645], [-1.338, 1.378, 1.372], [2.273, -0.312, 0.053], [1.437, 0.635, 1.269], [1.649, 1.389, -0.433], [1.001, -1.740, 0.530], [-0.536, -2.201, -0.391], [-0.464, -1.327, 1.249]], "forces_ev_per_a": [[0.3, 1.3, -2.0], [0.2, -0.2, 0.5], [-2.3, -1.0, -0.1], [1.6, -3.8, 2.5], [-2.1, 0.2, 0.7], [0.0, -0.6, -0.2], [1.2, 1.5, 0.0], [-0.6, -1.7, 1.5], [-0.3, 0.2, 0.2], [-1.0, 2.1, -0.4], [-0.3, 0.6, -1.5], [0.7, 1.5, -0.6], [-0.1, -1.1, -0.3], [2.0, 1.9, 2.2], [0.9, -0.8, -2.4]], "lowdin_charge": [-0.139, -0.121, -0.286, -0.039, 0.166, 0.033, 0.142, 0.175, 0.106, 0.139, 0.138, 0.078, 0.134, 0.248, 0.227]}

=====

{"formula": "C4H9FN2", "method": "wB97M-V/def2-TZVPD", "orbital_gap_ev": 10.1, "relative_energy_kj_mol": 339.4, "smiles": "[H]/N=N/[H].CC/C=C/F", "symbols": ["C", "C", "C", "C", "N", "N", "F", "H", "H", "H", "H", "H", "H", "H", "H", "H"], "xyz": [[1.331, -0.825, 0.461], [0.470, 0.057, -0.500], [2.787, -0.275, 0.623], [-0.600, -0.405, -1.109], [-3.989, 0.923, -0.061], [-3.041, 1.363, 0.631], [-1.352, 0.331, -1.942], [1.478, -1.816, 0.026], [0.821, 1.038, -0.864], [3.264, -0.835, 1.574], [2.859, 0.852, 0.653], [3.360, -0.566, -0.278], [-1.101, -1.413, -1.133], [0.873, -0.781, 1.567], [-3.810, 0.080, -0.592], [-3.350, 2.273, 0.944]], "forces_ev_per_a": [[-0.2, 2.1, 1.5], [1.0, -0.8, 0.0], [0.5, -0.8, 0.8], [-1.1, -1.7, -0.2], [-0.1, 2.2, 0.8], [-0.6, -1.8, -1.9], [0.0, 0.9, -0.5], [-0.7, -0.2, 0.5], [-0.2, -0.3, 0.7], [-0.8, 1.7, -2.2], [-0.2, -1.2, 0.5], [-0.1, 0.1, 0.5], [1.1, 0.9, 0.8], [0.7, -0.6, -2.6], [1.0, -0.8, 0.4], [-0.3, 0.5, 0.7]], "lowdin_charge": [-0.260, -0.102, -0.156, -0.210, -0.018, -0.006, -0.025, 0.093, 0.118, 0.109, 0.072, 0.058, 0.135, 0.141, 0.021, 0.030]}

=====

| no. | total energy (Ha) |
| --- | --- |
| 1 | -781.91483 |
| 2 | -857.15705 |
| 3 | -693.21851 |
| 4 | -768.44132 |
| 5 | -1564.75861 |
| 6 | -982.46706 |
| 7 | -903.89908 |
| 8 | -621.35575 |
| 9 | -311.99647 |
| 10 | -367.06129 |